1.
Formula: C14H56F2N29O18S2
Source: the OMol25 dataset
Level of theory: ωB97M-V/def2-TZVPD

Properties
Energy above the lowest of the compared OMol25 structures with the same formula, charge and spin, kcal/mol: 0.0
Total energy, eV: -122605.9646
Gap between HOMO and LUMO (alpha / beta), Eh: 0.1135 / 0.2786
HOMO energy (alpha / beta), eV: -0.291 / -4.791
LUMO energy (alpha / beta), eV: 2.80 / 2.79

ORCA input file:
```
! RIJCOSX wB97M-V def2-TZVPD def2/J DEFGRID3
* xyz -2 2
C -0.813 -2.585 5.207
O -0.733 -0.303 1.215
N 4.391 4.085 1.202
H 3.605 -3.875 -6.472
H 2.361 -1.765 -1.045
H -5.296 1.784 0.077
N -5.804 1.214 -0.585
N 2.340 1.335 4.187
O -1.535 -1.253 -1.357
N 3.143 -3.782 -5.578
N -0.319 -4.399 -1.110
C 2.664 -4.730 -4.924
C -3.565 1.244 2.560
N -0.152 2.821 2.724
C 2.337 1.565 5.485
H 4.288 -0.505 -3.551
O -5.723 -0.242 -2.329
N -2.799 0.513 3.236
N -2.012 3.503 -3.341
C -0.306 -1.030 -5.446
N 0.145 3.270 -3.499
N 0.597 -1.986 -5.669
H 1.799 -3.439 -3.659
H -3.122 0.275 4.163
H -2.468 -2.878 0.652
H -0.486 4.727 -0.580
O 2.735 2.609 5.879
N 3.045 -2.506 -1.104
H -4.489 4.209 -0.166
N -3.268 -2.995 1.258
H -2.394 -3.716 4.613
S -0.252 -0.692 -1.805
N 2.713 1.268 -1.727
H 0.225 -2.722 0.099
H 2.871 -3.430 -1.472
H 3.409 3.857 1.140
N 0.174 0.089 -5.830
H 3.164 -2.916 -5.059
F 0.334 -1.917 -2.654
H -3.732 0.456 -0.097
C 5.196 3.096 0.938
H 0.422 -2.867 -5.206
N 4.545 1.982 1.095
N -1.907 -3.300 5.394
H -1.872 -3.800 6.270
C -5.212 0.414 -1.391
H -2.899 3.236 -3.743
H -1.916 0.209 2.852
C -0.994 3.088 -4.007
H 0.963 0.152 -6.457
S 0.198 0.277 0.258
H 2.125 2.132 3.605
H -0.722 4.997 2.636
C 0.744 3.660 2.391
H 1.719 0.695 7.111
H -0.404 0.882 -5.587
N 0.299 -3.563 0.654
H 0.535 -3.526 1.635
H 4.617 -0.692 0.737
H -0.914 3.338 3.139
C 0.077 -4.720 0.085
N 0.271 4.853 2.523
H 0.144 3.421 -2.500
H -2.194 3.857 -2.413
O -3.380 1.576 1.382
H -1.221 3.395 0.228
H 4.726 5.036 1.270
H 1.501 -1.690 -6.007
H 5.136 1.164 1.118
C 4.123 -2.150 -0.459
H -4.627 -4.503 3.579
H 3.593 2.026 1.429
C -2.564 4.875 -0.262
H 2.810 2.087 -1.143
O 0.032 -2.532 6.083
O -1.465 -1.223 -5.082
H -6.785 1.444 -0.648
N 0.977 -0.742 -0.845
O -0.113 1.638 -0.210
N 2.029 -4.389 -3.913
H 3.014 -0.620 -0.039
H -0.008 -3.473 -1.367
N -4.445 -3.858 2.823
O -2.784 6.002 -0.609
F 1.538 0.467 1.165
H 1.379 -0.184 5.599
H -5.079 2.452 2.941
H 1.909 -5.228 -3.364
H -5.242 -3.379 2.431
H 0.926 2.745 -3.865
N 3.890 -1.084 0.156
N 1.835 0.553 6.118
H 2.367 0.379 3.861
H 2.077 0.516 -1.505
N -0.743 -2.020 4.049
H -4.355 1.386 4.209
N -4.459 1.722 3.262
O 1.861 3.255 2.050
H 3.028 -0.953 -2.420
N 3.487 -0.256 -2.989
O -0.952 2.541 -5.093
H -0.047 -1.358 3.739
O 2.785 -5.904 -5.172
H 0.928 5.549 2.201
H -0.037 1.831 2.890
H -1.367 -2.375 3.339
H -0.556 -5.144 -1.749
H -3.570 -0.630 -1.470
C 3.681 0.896 -2.564
N -4.072 0.096 -0.978
N -1.331 4.255 -0.289
H -3.153 3.093 0.095
O -2.280 -4.229 2.780
O 5.058 -2.870 -0.280
N -3.505 4.032 -0.026
H -4.162 -2.807 0.827
C -3.318 -3.772 2.277
O 6.363 3.170 0.774
O -0.208 0.418 -2.734
O 0.223 -5.759 0.606
O 4.663 1.557 -2.852
*
```


2.
Formula: C14H56N28O14
Source: the OMol25 dataset
Level of theory: ωB97M-V/def2-TZVPD

Properties
Energy above the lowest of the compared OMol25 structures with the same formula, charge and spin, kcal/mol: 214.8
Total energy, eV: -85823.1934
Gap between HOMO and LUMO, Eh: 0.3065
HOMO energy, eV: -8.595
LUMO energy, eV: -0.25

ORCA input file:
```
! RIJCOSX wB97M-V def2-TZVPD def2/J DEFGRID3
* xyz 0 1
N -4.829 22.345 -0.074
H 1.495 22.351 -4.224
N 0.938 24.780 -5.720
H 1.616 21.109 -7.218
H 3.466 24.037 -5.546
C -2.337 23.569 -6.630
H -1.944 22.458 -8.254
N 4.884 25.651 -3.339
H 4.516 25.499 -5.583
H -3.578 19.052 -0.967
C 4.021 24.715 -3.780
O 3.442 23.939 -3.089
H -1.167 21.980 -6.194
H -0.964 18.588 -7.882
O 0.129 20.456 -2.161
C 4.352 23.778 1.299
O 0.742 25.906 -7.696
H 3.687 21.043 0.705
N 1.105 21.526 -3.792
H 0.293 27.764 -6.057
N 3.508 19.894 -4.219
H 3.935 22.575 -9.183
N -1.598 22.828 -5.853
O -0.304 20.082 -6.110
H 2.212 21.151 -0.243
C -2.830 19.221 0.954
H 2.944 20.710 -4.034
H -1.326 19.400 -0.486
N -4.370 20.903 -4.465
H 4.774 23.202 -7.816
N -1.626 19.570 0.464
O 3.670 18.618 0.987
N 1.224 22.129 -1.748
H -0.893 19.811 1.116
H 5.333 25.573 -2.438
C 4.488 19.631 -3.406
H -1.346 23.255 -4.973
N 0.447 26.825 -5.718
N -2.431 23.250 -7.860
N -0.472 23.522 2.540
H 5.801 20.472 -2.205
C -3.754 20.518 -3.405
C 2.899 19.282 0.335
H 1.626 22.935 -2.206
N 2.259 21.464 -7.910
H 1.124 25.058 1.995
H -0.774 24.386 -1.068
H 3.476 23.431 -0.429
O -3.034 18.967 2.144
C 0.684 25.846 -6.478
H 0.680 24.784 -4.744
H 1.449 19.738 -0.724
N -2.637 22.276 -0.178
H 5.255 23.165 -0.390
H 0.941 26.787 -4.837
H -3.533 24.695 -3.007
H 3.074 19.149 -4.745
N 4.347 23.243 0.046
N 3.972 22.711 -8.183
H -4.770 21.458 -0.554
H 4.452 21.534 -2.829
C -1.520 24.887 -2.906
H 0.891 20.841 -4.503
H -1.797 22.717 0.168
H -2.520 21.510 -0.826
C 0.701 21.360 -2.635
H -1.647 17.515 -4.795
O -0.005 22.737 0.513
O -3.564 23.754 1.108
H 6.312 23.564 1.124
N 5.556 23.712 1.778
H -4.242 17.950 0.181
H -2.962 23.911 -8.409
H 1.803 18.040 -0.843
O -2.835 24.565 -6.146
C -3.725 22.796 0.327
O -0.447 24.786 -3.422
C 0.111 23.509 1.399
H -1.908 20.703 -2.640
H -5.353 20.709 -4.339
O 4.952 18.540 -3.241
N -2.477 20.941 -3.440
H 1.515 24.666 0.398
N 4.955 20.664 -2.723
N -1.590 24.686 -1.581
H -5.701 22.701 0.290
C 3.130 22.181 -7.311
H 0.566 22.038 -0.988
H -2.222 21.626 -4.138
H 5.214 26.274 -4.062
H 5.779 24.155 2.658
O 3.014 22.458 -6.121
H -0.073 24.037 3.312
C -0.785 18.966 -6.009
N -2.677 24.996 -3.450
N -3.571 18.674 -0.031
H 2.380 21.154 -8.864
H -1.062 22.719 2.710
H -0.596 18.601 -4.025
H 1.239 23.973 -6.247
N -1.256 18.263 -6.971
N 2.887 20.605 0.272
O -4.221 19.892 -2.483
O 3.396 24.204 1.836
H -2.470 24.852 -4.428
N 3.994 24.777 -5.107
N 1.872 18.909 -0.332
N -1.054 18.328 -4.883
H -4.145 21.832 -4.793
H -2.509 24.765 -1.170
H -1.559 17.315 -6.799
N 0.837 24.598 1.143
*
```


3.
Formula: C14H56O14
Source: the OMol25 dataset
Level of theory: ωB97M-V/def2-TZVPD

Properties
Energy above the lowest of the compared OMol25 structures with the same formula, charge and spin, kcal/mol: 117.6
Total energy, eV: -44081.4889
Gap between HOMO and LUMO, Eh: 0.3474
HOMO energy, eV: -9.346
LUMO energy, eV: 0.11

ORCA input file:
```
! RIJCOSX wB97M-V def2-TZVPD def2/J DEFGRID3
* xyz 0 1
H 0.498 -0.461 -0.948
O 1.932 -2.102 3.628
H 0.903 2.460 1.490
H 1.249 0.780 0.113
H -0.463 0.150 -5.383
H -1.892 2.012 1.976
C -3.248 1.968 -1.463
H 0.916 -3.942 3.851
O -1.719 3.726 3.286
H -1.573 3.476 1.217
H 0.687 -3.757 -3.425
H -2.185 -0.569 4.681
C 1.007 3.417 -1.519
H 1.234 2.725 -2.354
H -2.735 -2.037 -1.576
C 4.371 2.116 -1.567
H 0.646 -2.814 5.092
O 2.576 1.956 2.402
H 0.557 -0.534 0.844
H -0.280 -5.265 -2.281
O -0.221 3.260 -0.929
H -3.874 1.133 2.408
O -2.113 -1.482 -1.097
C -1.763 -2.075 0.173
H 1.192 4.422 -1.928
H 0.447 -2.446 -2.130
O -3.643 0.643 -1.740
C -2.056 3.100 2.084
H -2.298 -0.087 2.973
H 2.448 -1.593 -0.196
C 2.169 -2.628 -0.029
H 3.323 0.250 -2.577
H -0.093 0.975 -2.689
H 3.344 -4.091 0.554
C 1.143 2.108 2.474
H -3.086 3.127 1.970
H -3.936 2.752 -1.730
H 2.830 -2.301 -2.754
H -0.293 2.286 -0.760
C -0.447 0.230 -3.416
O 0.030 0.640 -4.676
H 1.188 -2.697 0.455
H -4.886 1.807 1.205
H 2.052 -3.606 5.061
H -0.857 -3.080 -3.139
H -2.270 2.138 -1.829
H -1.366 -0.052 -0.004
H -2.435 -2.817 0.711
H -3.894 -0.920 1.295
H 1.241 -1.521 3.474
O -0.769 0.723 0.031
H -0.173 -0.743 -3.088
C -4.536 0.874 1.647
H 3.444 1.714 -1.156
H -1.557 -1.434 1.033
O 4.733 1.524 -2.771
O 2.629 -0.396 -2.346
H 5.261 2.008 -0.934
H 2.197 -3.079 -0.911
H -1.529 0.348 -3.423
H -0.839 -2.590 -0.079
H 4.112 3.103 -1.833
C 0.459 0.113 -0.071
H -1.527 1.011 4.001
C -1.696 -0.082 3.808
H -1.056 4.413 3.169
H 3.676 -1.337 -3.924
H -3.107 2.141 -0.361
H 0.773 2.843 3.177
O -3.866 -0.101 0.853
O -0.490 -0.842 3.648
H 4.101 1.718 -3.509
H 0.628 1.143 2.613
C 0.050 -3.367 -2.672
H 2.786 1.018 2.353
C 2.779 -1.369 -3.269
H -2.933 0.119 -1.371
H -0.764 -1.647 3.210
O -0.177 -4.466 -1.720
H 1.825 3.157 -0.738
O 3.229 -3.159 0.775
H 1.955 -1.413 -4.006
H -5.384 0.458 2.191
C 1.410 -3.185 4.399
*
```